1.
A structure of composition C49H53BBrCl3Ge2N2O6SiV in a non-equilibrium geometry, computed with ωB97M-V/def2-TZVPD.

Calculated values
E_tot   -321810.9798 eV
Expectation value of S²   0.80
E_HOMO (alpha / beta)   -12.51 / -12.51 eV

ORCA input file:
```
! RIJCOSX wB97M-V def2-TZVPD def2/J DEFGRID3
* xyz 2 2
V 0.408 -0.744 0.748
C 0.332 -0.655 3.721
O 1.194 -0.702 2.524
C 2.558 -0.992 2.691
C 3.071 -1.354 3.917
C 4.426 -1.659 3.996
Br 5.169 -2.141 5.648
C 5.213 -1.622 2.863
C 4.673 -1.268 1.627
C 3.325 -0.915 1.533
O 2.728 -0.535 0.356
C 5.471 -1.311 0.402
N 4.969 -1.012 -0.779
C 6.005 -1.232 -1.691
C 6.057 -1.096 -3.080
C 7.242 -1.406 -3.712
C 8.367 -1.845 -2.994
C 8.337 -1.984 -1.624
C 7.135 -1.668 -0.998
N 6.761 -1.711 0.334
H 0.808 0.020 4.428
H 0.214 -1.670 4.090
H -0.620 -0.250 3.397
H 2.456 -1.405 4.801
H 6.260 -1.878 2.953
H 3.458 -0.697 -0.361
H 5.206 -0.762 -3.651
H 7.312 -1.311 -4.787
H 9.275 -2.083 -3.531
H 9.201 -2.322 -1.069
H 7.346 -1.987 1.102
C -3.607 3.475 1.730
Ge -3.167 1.629 1.260
C -4.198 1.195 -0.348
C -3.643 0.454 2.755
Ge -0.755 1.502 0.844
C 0.180 2.164 2.469
C -0.539 2.577 3.590
C 0.106 3.017 4.740
C 1.491 3.046 4.795
C 2.229 2.628 3.694
C 1.575 2.192 2.551
C -0.337 2.889 -0.490
C 0.864 3.601 -0.462
C 1.000 4.798 -1.152
C -0.052 5.288 -1.911
C -1.238 4.570 -1.989
C -1.379 3.386 -1.279
H -4.686 3.526 1.889
H -3.350 4.156 0.918
H -3.113 3.822 2.635
H -5.096 0.651 -0.054
H -3.646 0.578 -1.054
H -4.513 2.116 -0.841
H -4.644 0.050 2.597
H -3.654 1.026 3.683
H -2.971 -0.395 2.886
H -1.621 2.551 3.585
H -0.477 3.338 5.594
H 1.994 3.394 5.688
H 3.311 2.648 3.726
H 2.181 1.857 1.712
H 1.689 3.266 0.154
H 1.924 5.356 -1.084
H 0.046 6.232 -2.430
H -2.068 4.952 -2.571
H -2.329 2.865 -1.321
C -7.968 -3.272 1.676
C -7.076 -3.697 0.500
C -7.486 -2.895 -0.734
C -7.293 -5.187 0.208
C -5.615 -3.452 0.881
C -5.070 -4.139 1.978
C -3.777 -3.934 2.439
C -3.031 -3.003 1.750
O -1.737 -2.562 1.995
B -1.498 -1.603 1.024
O -2.585 -1.444 0.186
C -3.539 -2.333 0.661
C -4.824 -2.528 0.198
H -9.019 -3.392 1.411
H -7.801 -2.224 1.935
H -7.777 -3.874 2.565
H -8.524 -3.119 -0.982
H -6.880 -3.148 -1.606
H -7.418 -1.818 -0.562
H -8.333 -5.365 -0.070
H -7.073 -5.809 1.075
H -6.661 -5.521 -0.617
H -5.684 -4.866 2.494
H -3.382 -4.470 3.290
H -5.185 -1.984 -0.661
Cl -0.912 -4.446 -0.760
C 0.683 -3.725 -0.963
Cl 1.406 -3.453 0.666
Cl 1.746 -4.743 -1.894
C 0.442 -2.387 -1.718
O 0.337 -2.337 -2.903
O 0.300 -1.313 -0.928
C 2.552 -0.241 -3.611
Si 1.300 1.085 -3.645
C -0.507 0.877 -3.753
C 2.032 2.707 -3.951
C 1.371 3.579 -4.828
C 1.981 4.754 -5.239
C 3.235 5.082 -4.748
C 3.897 4.239 -3.859
C 3.309 3.051 -3.474
H 2.899 -0.292 -4.652
H 2.239 -1.231 -3.306
H 3.397 0.099 -3.011
H -0.760 0.363 -4.687
H -0.981 1.856 -3.720
H -0.879 0.252 -2.940
H 0.383 3.339 -5.203
H 1.478 5.413 -5.934
H 3.706 6.006 -5.058
H 4.876 4.508 -3.486
H 3.842 2.396 -2.793
*
```

Atom charges from the Löwdin analysis, given in e for atoms 1 to 4: 0.80 0.04 -0.28 -0.20

2.
A structure of composition C49H53F2N7OSTi in a non-equilibrium geometry, computed with ωB97M-V/def2-TZVPD.

Calculated values
Relative energy (zero: lowest compared OMol25 entry of this formula, charge and spin)   0.1591 eV
E_tot   -103542.7129 eV
Expectation value of S²   0.80
E_HOMO (alpha / beta)   -2.26 / -3.71 eV

ORCA input file:
```
! RIJCOSX wB97M-V def2-TZVPD def2/J DEFGRID3
* xyz -1 2
Ti -0.497 -0.020 0.212
C -3.470 5.099 2.737
C -4.071 3.723 2.440
C -3.045 2.635 2.429
C -2.695 1.801 3.429
C -3.237 1.735 4.822
C -2.396 2.530 5.825
C -1.595 0.984 2.940
N -1.298 1.314 1.632
C -2.166 2.347 1.306
C -2.172 3.053 0.147
C -1.255 2.882 -0.912
C -1.095 3.776 -1.991
C -1.876 5.033 -2.209
C -1.356 6.214 -1.389
C -0.037 3.282 -2.744
C 0.394 2.105 -2.095
C 1.410 1.260 -2.575
C 1.880 0.165 -1.923
N 1.505 -0.241 -0.656
C 2.392 -1.237 -0.323
C 2.491 -1.842 0.897
C 1.722 -1.521 2.024
N 0.727 -0.577 2.042
C 0.220 -0.627 3.307
C -0.907 0.101 3.719
C 0.911 -1.573 4.110
C 1.864 -2.144 3.293
C 2.807 -3.260 3.617
C 2.287 -4.613 3.124
C 0.647 -1.853 5.556
C 1.277 -0.815 6.487
C 3.261 -1.550 -1.447
C 2.939 -0.691 -2.437
C 3.538 -0.567 -3.801
C 4.642 0.491 -3.874
C 4.320 -2.604 -1.438
C 5.615 -2.145 -0.765
N -0.351 1.852 -0.967
C 0.562 3.863 -3.985
C 1.806 4.712 -3.715
H -4.225 5.885 2.678
H -2.676 5.332 2.027
H -3.033 5.121 3.736
H -4.583 3.749 1.474
H -4.836 3.489 3.184
H -3.291 0.690 5.140
H -4.263 2.110 4.829
H -1.369 2.163 5.843
H -2.805 2.457 6.834
H -2.361 3.584 5.545
H -2.887 3.860 0.056
H -2.928 4.863 -1.961
H -1.858 5.294 -3.272
H -1.384 5.978 -0.324
H -1.949 7.116 -1.556
H -0.319 6.435 -1.645
H 1.840 1.497 -3.540
H 3.243 -2.611 1.017
H -1.247 -0.043 4.737
H 2.964 -3.304 4.698
H 3.791 -3.063 3.179
H 1.302 -4.819 3.544
H 2.961 -5.429 3.396
H 2.175 -4.607 2.039
H 1.028 -2.846 5.807
H -0.431 -1.894 5.734
H 2.359 -0.785 6.350
H 1.069 -1.036 7.536
H 0.894 0.182 6.264
H 2.751 -0.324 -4.521
H 3.937 -1.538 -4.108
H 4.269 1.457 -3.532
H 5.012 0.607 -4.894
H 5.482 0.218 -3.234
H 4.531 -2.909 -2.467
H 3.941 -3.494 -0.928
H 6.028 -1.275 -1.276
H 6.367 -2.936 -0.774
H 5.431 -1.859 0.271
H -0.188 4.472 -4.501
H 0.823 3.059 -4.682
H 1.563 5.560 -3.074
H 2.240 5.095 -4.641
H 2.562 4.119 -3.199
C 1.028 -4.583 -1.532
C 0.317 -3.506 -0.969
N -0.076 -2.459 -1.658
C 0.187 -2.433 -2.976
C 0.913 -3.439 -3.630
C 1.343 -4.537 -2.862
C 1.204 -3.323 -5.032
C 0.764 -2.266 -5.747
C -0.023 -1.238 -5.124
C -0.532 -0.141 -5.841
C -1.301 0.788 -5.192
C -1.536 0.618 -3.816
N -1.052 -0.383 -3.120
C -0.313 -1.309 -3.751
H 1.324 -5.412 -0.903
H 0.070 -3.507 0.086
H 1.910 -5.330 -3.337
H 1.784 -4.110 -5.501
H 0.981 -2.180 -6.805
H -0.320 -0.052 -6.900
H -1.714 1.644 -5.709
H -2.114 1.355 -3.267
O -1.846 -3.947 1.702
S -2.092 -2.502 1.767
N -1.261 -1.624 0.919
F -3.509 0.039 0.496
C -2.579 -0.046 -0.534
F -2.930 -1.198 -1.204
H -2.823 0.789 -1.206
*
```

Atom charges from the Löwdin analysis, given in e for atoms 1 to 4: 1.11 -0.08 -0.19 -0.13

3.
A structure of composition C49H53HoN9O4SSe in a non-equilibrium geometry, computed with ωB97M-V/def2-TZVPD.

Calculated values
E_tot   -175257.3945 eV
Expectation value of S²   6.00
E_HOMO (alpha / beta)   -4.56 / -4.56 eV

ORCA input file:
```
! RIJCOSX wB97M-V def2-TZVPD def2/J DEFGRID3
* xyz -1 5
Ho 0.720 -0.256 -0.731
C 0.365 -2.180 2.469
N 0.166 -2.443 1.044
C 1.047 -3.570 0.706
C -1.203 -2.833 0.723
C -1.832 -3.762 1.541
C -3.051 -4.337 1.230
C -3.604 -4.049 -0.004
C -3.013 -3.111 -0.816
C -1.864 -2.368 -0.454
N -1.358 -1.358 -1.234
C -2.103 -0.832 -2.262
C -3.519 -0.787 -2.283
C -4.244 -0.448 -3.401
C -3.596 -0.120 -4.581
C -2.222 0.036 -4.537
C -1.480 -0.229 -3.395
N -0.104 0.242 -3.313
C 0.794 -0.337 -4.316
C -0.109 1.695 -3.522
H 0.323 -3.092 3.080
H 1.358 -1.753 2.613
H -0.376 -1.478 2.834
H 0.823 -4.453 1.324
H 0.924 -3.825 -0.341
H 2.086 -3.283 0.870
H -1.354 -4.063 2.463
H -3.518 -5.032 1.911
H -4.497 -4.557 -0.342
H -3.438 -2.959 -1.795
H -4.054 -1.007 -1.371
H -5.325 -0.448 -3.358
H -4.143 0.073 -5.493
H -1.710 0.391 -5.423
H 0.573 0.020 -5.333
H 1.816 -0.052 -4.063
H 0.717 -1.416 -4.296
H -0.341 1.962 -4.565
H -0.856 2.157 -2.880
H 0.878 2.092 -3.279
C 6.092 3.673 4.608
C 5.291 3.037 3.506
C 4.654 1.816 3.692
C 3.942 1.214 2.673
C 3.840 1.824 1.424
C 4.482 3.044 1.228
C 5.197 3.634 2.256
S 2.748 1.995 -1.015
O 3.150 1.183 0.442
O 2.769 0.851 -1.931
N 1.182 2.140 -0.770
C 0.502 3.286 -0.608
C 1.030 4.571 -0.575
C 0.192 5.683 -0.542
C -1.176 5.558 -0.541
C -1.765 4.279 -0.520
C -3.157 4.048 -0.496
C -3.622 2.764 -0.431
C -2.701 1.705 -0.406
N -1.404 1.870 -0.487
C -0.927 3.133 -0.532
H 5.780 3.300 5.581
H 5.989 4.756 4.595
H 7.152 3.444 4.487
H 4.716 1.325 4.653
H 3.450 0.266 2.827
H 4.419 3.531 0.266
H 5.700 4.575 2.079
H 2.105 4.697 -0.598
H 0.645 6.665 -0.534
H -1.809 6.432 -0.548
H -3.837 4.888 -0.526
H -4.680 2.553 -0.395
H -3.038 0.691 -0.282
Se 0.771 0.958 4.405
C 0.643 0.820 2.678
N 0.558 0.645 1.529
C 1.339 -5.914 -2.662
N 0.260 -5.009 -2.978
C -0.882 -5.252 -2.127
C 0.598 -3.580 -3.161
C 1.977 -3.088 -2.735
C 3.053 -3.587 -3.468
C 4.358 -3.316 -3.111
C 4.578 -2.519 -2.002
C 3.504 -1.935 -1.349
C 2.141 -2.140 -1.686
H 0.921 -6.920 -2.598
H 1.849 -5.686 -1.713
H 2.079 -5.907 -3.458
H -1.233 -6.272 -2.303
H -1.689 -4.569 -2.377
H -0.673 -5.145 -1.053
H -0.156 -2.976 -2.649
H 0.491 -3.419 -4.246
H 2.863 -4.189 -4.351
H 5.187 -3.722 -3.681
H 5.592 -2.318 -1.673
H 3.754 -1.283 -0.508
O -0.509 4.275 2.626
C -1.062 3.991 3.874
N -2.491 4.217 3.928
C -3.493 3.321 4.092
O -4.616 3.686 4.398
C -3.200 1.889 3.813
C -3.747 0.882 4.602
C -3.587 -0.434 4.208
C -2.899 -0.696 3.032
N -2.386 0.254 2.269
C -2.531 1.505 2.654
H -0.521 3.488 2.065
H -0.585 4.681 4.580
H -0.868 2.965 4.196
H -2.785 5.182 4.002
H -4.296 1.147 5.494
H -4.002 -1.243 4.788
H -2.760 -1.705 2.669
H -2.131 2.251 1.985
*
```

Atom charges from the Löwdin analysis, given in e for atoms 1 to 4: 1.58 -0.13 -0.21 -0.09

4.
A structure of composition C49H54BiN6O2S2Sb, computed with ωB97M-V/def2-TZVPD.

Calculated values
Relative energy (zero: lowest compared OMol25 entry of this formula, charge and spin)   0.3362 eV
E_tot   -98773.9911 eV
E_HOMO   -6.70 eV

ORCA input file:
```
! RIJCOSX wB97M-V def2-TZVPD def2/J DEFGRID3
* xyz 0 1
Bi -1.238 0.026 0.620
C -0.671 4.292 1.600
C -2.111 3.947 1.365
C -3.118 4.744 1.912
C -4.441 4.446 1.659
C -4.737 3.348 0.869
C -3.684 2.580 0.389
N -2.406 2.876 0.615
Sb -4.398 0.963 -0.897
C -3.022 1.186 -2.565
C -3.585 1.699 -3.726
C -2.793 1.754 -4.865
C -1.505 1.257 -4.809
C -1.014 0.746 -3.605
C 0.345 0.111 -3.546
N -1.762 0.756 -2.497
C -4.165 -1.100 -0.099
C -5.378 -1.762 -0.155
C -5.475 -3.029 0.397
C -4.374 -3.574 1.022
C -3.180 -2.862 1.069
C -2.009 -3.372 1.842
N -3.090 -1.659 0.476
H -0.578 5.018 2.407
H -0.098 3.401 1.844
H -0.238 4.715 0.692
H -2.850 5.593 2.528
H -5.234 5.059 2.070
H -5.759 3.072 0.646
H -4.615 2.030 -3.738
H -3.193 2.140 -5.795
H -0.879 1.237 -5.692
H 0.400 -0.711 -4.266
H 1.122 0.837 -3.792
H 0.538 -0.285 -2.552
H -6.232 -1.289 -0.620
H -6.411 -3.574 0.358
H -4.428 -4.546 1.493
H -2.153 -4.411 2.133
H -1.098 -3.265 1.258
H -1.897 -2.764 2.749
O 1.317 0.961 3.935
C 0.188 0.720 3.546
O -0.123 0.855 2.275
C -0.866 0.329 4.538
C -0.434 0.230 5.867
C -1.309 -0.012 6.903
C -2.666 -0.149 6.623
C -3.113 -0.077 5.320
C -2.226 0.150 4.255
S -2.963 0.128 2.663
H 0.624 0.367 6.053
H -0.948 -0.085 7.921
H -3.375 -0.319 7.425
H -4.164 -0.200 5.090
C 2.910 6.783 -2.110
C 3.257 5.435 -1.570
C 4.510 5.041 -1.220
C 4.673 3.724 -0.720
N 3.675 2.881 -0.596
C 2.416 3.254 -0.942
S 1.086 2.278 -0.827
N 2.249 4.548 -1.419
C 6.024 3.233 -0.298
H 3.803 7.394 -2.208
H 2.209 7.290 -1.445
H 2.438 6.691 -3.090
H 5.349 5.714 -1.322
H 1.302 4.795 -1.667
H 6.805 3.960 -0.511
H 6.243 2.293 -0.805
H 6.008 3.022 0.773
C 1.190 -4.782 -3.933
C 0.238 -3.840 -3.236
C -1.011 -3.571 -3.769
C -1.848 -2.691 -3.093
C -3.201 -2.342 -3.663
C -1.423 -2.106 -1.914
C -0.166 -2.339 -1.311
C 0.639 -3.247 -2.043
N 0.208 -1.718 -0.104
C 1.622 -1.930 0.360
C 1.840 -3.384 0.866
C 3.296 -3.601 1.295
C 4.247 -3.237 0.147
C 4.088 -1.755 -0.218
C 4.358 -0.878 1.006
C 3.364 -1.259 2.102
C 3.592 -2.715 2.504
C 1.934 -1.067 1.583
C 2.660 -1.491 -0.704
H 0.787 -5.108 -4.893
H 1.375 -5.671 -3.325
H 2.154 -4.301 -4.113
H -1.331 -4.036 -4.697
H -3.716 -3.234 -4.023
H -3.100 -1.655 -4.509
H -3.833 -1.862 -2.916
H -2.099 -1.393 -1.483
H 1.626 -3.507 -1.718
H 1.553 -4.140 0.145
H 1.191 -3.527 1.737
H 3.435 -4.653 1.563
H 4.037 -3.862 -0.729
H 5.281 -3.438 0.450
H 4.788 -1.501 -1.019
H 4.232 0.175 0.732
H 5.386 -1.014 1.361
H 3.489 -0.604 2.966
H 2.935 -2.985 3.338
H 4.626 -2.859 2.838
H 1.811 -0.018 1.333
H 1.229 -1.313 2.384
H 2.507 -1.980 -1.661
H 2.521 -0.419 -0.867
*
```

Atom charges from the Löwdin analysis, given in e for atoms 1 to 4: 1.70 -0.04 -0.31 -0.02